Version P
This record from OMol25 describes C2H5PS in the gas phase. The level of theory is ωB97M-V/def2-TZVPD.

Element x y z (Å)
C -1.03331 0.96989 0.42110
H 3.31806 -1.35601 0.72168
H 0.86179 -0.79099 0.61102
S 0.57535 1.46806 -0.25806
H -0.91834 0.87181 1.48970
H -1.30667 0.00010 0.12808
H -1.77856 1.63581 0.30572
C 1.55435 0.02148 0.13975
P 3.25403 -0.13235 0.21364

**Structure (SMILES)**: [H]/P=C/SC
**Net charge**: 0
**HOMO-LUMO gap**: 8.39 eV
**LUMO energy**: 0.005 hartree
**HOMO**: -0.303 Ha

---

Version Q
This record from OMol25 describes C2H5PS as an isolated structure. The level of theory is ωB97M-V/def2-TZVPD.

Element x y z (Å)
C -2.44852 -0.83704 0.01988
C 1.35837 0.53018 -0.32452
H -0.38740 -0.43961 1.61674
H -0.98684 1.14789 0.33264
H 1.22015 0.97641 -1.35913
H -2.79600 -1.84272 0.42447
P -0.24114 0.01154 0.22972
S -3.39454 0.43186 -0.15044
H 2.26882 -0.13699 -0.41603

**Net charge**: 0
**HOMO-LUMO gap**: 7.18 eV
**LUMO energy**: -0.014 hartree
**HOMO**: -0.278 Ha

---

The data favor version P; the next most stable structure lies 0.1142 hartree above it.

---

Version P
This record from OMol25 describes CH3O4P in the gas phase. The level of theory is ωB97M-V/def2-TZVPD.

Element x y z (Å)
H -0.60741 -2.67673 -1.18653
O -0.14810 -0.03301 2.12686
H -0.64072 1.45004 -0.72781
C 0.43475 -2.33192 -0.97327
P -0.62892 -0.16703 0.61630
H 0.83861 0.03547 2.20490
O -0.28952 1.39490 0.16635
O 0.69484 -0.99303 -0.17143
O 1.43249 -2.79110 -1.32798

**Structure (SMILES)**: O=COP(O)O
**Net charge**: 0
**HOMO-LUMO gap**: 10.55 eV
**LUMO energy**: 0.029 hartree
**HOMO**: -0.359 Ha

---

Version Q
This record from OMol25 describes CH3O4P as an isolated structure. The level of theory is ωB97M-V/def2-TZVPD.

Element x y z (Å)
H -1.35404 1.05700 0.29610
P 0.53828 -0.48155 0.10821
O 1.31207 0.71455 1.05821
H -1.59445 -0.92284 0.57358
O 1.28945 0.36422 -1.08170
O 1.82554 1.32105 -0.11021
C -1.26897 -0.02679 -0.00294
H -1.65672 -0.14871 -1.05761
O 0.90884 -1.87693 0.21636

**Net charge**: 0
**HOMO-LUMO gap**: 11.05 eV
**LUMO energy**: 0.016 hartree
**HOMO**: -0.390 Ha

---

The data favor version P; the next most stable structure lies 0.1821 hartree above it.

---

Version P
This record from OMol25 describes a 14-piece molecular cluster, H27O14 overall. The level of theory is ωB97M-V/def2-TZVPD.

Element x y z (Å)
H 1.40674 -1.64136 -0.22764
H -2.05516 -0.88196 4.76314
O 4.89265 -0.01513 -0.67151
O -1.95109 0.07284 0.57473
H -0.31338 -0.84375 -1.13693
O 0.39806 -2.24014 -0.30683
O -3.72690 1.22308 2.09865
O 2.66364 1.87752 -1.96093
H -3.19446 -0.04158 4.08441
H 1.17064 1.80020 0.07083
O -3.13114 -2.78112 1.40658
H 2.59406 1.04514 -1.47750
O -2.34794 0.00763 4.34345
H 3.64982 1.88972 -2.11502
H -3.12016 0.36202 1.95488
H 1.61576 4.29784 0.60837
H 0.35121 -0.81801 -2.54252
H 3.04780 3.73284 1.14850
O 0.56857 2.59804 0.09312
H 2.67370 -1.32563 -1.32434
H -2.35817 0.07036 -0.42643
H -1.00251 -0.14972 0.52946
O -2.98236 1.80693 -0.80269
H 5.18391 -0.71466 -1.21313
H 3.43633 -2.82409 -0.47101
H -3.51698 2.41570 -1.29796
H -0.03469 2.18759 0.81732
H -2.72322 -2.18194 0.76872
H -3.41829 -1.89981 1.85494
H -2.81051 -1.56182 -4.19402
H -1.88344 -1.85306 -2.81144
O -2.09519 -2.14950 -3.67001
O -0.48647 -0.45619 -2.10666
H 4.00754 -0.36077 -0.25311
O 3.42874 -3.31685 0.37920
H 2.57128 -2.95390 0.88761
O 2.45286 -0.89509 -0.48689
H -0.07076 -2.58413 0.33835
O 2.36551 4.38692 1.29628
H -2.09731 2.23640 -1.06480
H -3.50122 1.64690 1.23751

**Net charge**: -1
**HOMO-LUMO gap**: 9.39 eV
**LUMO energy**: 0.085 hartree
**HOMO**: -0.260 Ha

---

Version Q
This record from OMol25 describes a 14-piece molecular cluster, H27O14 overall. The level of theory is ωB97M-V/def2-TZVPD.

Element x y z (Å)
H 0.92221 0.82712 -1.69170
O -3.47760 -0.94806 -2.47915
H 2.06814 2.46617 -2.93134
H 0.54590 0.23963 3.48926
O -1.01621 -1.60896 -1.90171
O 1.00313 -0.93262 -0.24552
H 1.05073 -1.59077 0.41883
O -1.65130 -0.67597 3.82480
O 1.12915 -2.66376 1.82366
H 1.04005 -0.16478 0.22378
O -1.87930 2.04686 2.11880
O 3.24935 -0.46729 -2.22198
O 1.11352 1.48713 0.92192
H 1.71030 2.25087 0.78836
H -1.05283 -2.55463 -1.80134
H 0.76223 1.64475 -0.41571
H -1.61233 0.27308 3.41513
H -3.46013 -0.19402 -3.05405
H -2.51973 -0.90509 -2.21877
H -0.27178 -1.21186 -3.74917
H -0.54021 -1.26902 -1.12454
O -0.27829 -0.44493 -4.25691
H 0.14114 0.09048 -3.47974
O 1.88777 -1.52399 4.14879
H -0.87913 1.98647 2.11060
H -4.34986 -0.23196 -0.58263
H 2.55260 -0.83497 -1.65126
O 2.09441 3.07029 -3.75120
H 2.90907 -0.24346 -3.09801
H -4.32170 1.40554 -0.64250
H -0.93074 -1.14231 3.39717
O 1.21897 0.86777 3.37141
H 1.46772 -3.59183 2.00778
H 1.45466 -2.00575 2.39401
H -2.10180 1.85355 1.20831
O -4.43647 0.57491 -0.15462
H 1.21913 3.44686 -3.99077
H 2.17445 -0.62397 4.31211
O 0.89136 1.70146 -1.50778
H 1.06019 -1.52605 4.56516
H 1.11328 1.12312 2.41053

**Net charge**: -1
**HOMO-LUMO gap**: 9.00 eV
**LUMO energy**: 0.089 hartree
**HOMO**: -0.241 Ha

---

The data favor version Q; the next most stable structure lies 0.0878 hartree above it.

---

Version P
This record from OMol25 describes a 3-piece molecular cluster, C2H4N4O2 overall. The level of theory is ωB97M-V/def2-TZVPD.

Element x y z (Å)
C 0.84189 -0.31154 -0.00550
H 2.50140 -0.77642 -0.50540
N 0.18387 -1.54143 0.35810
N 2.02813 0.07723 -0.30035
H -1.14841 2.49754 1.14156
H 1.00782 2.03250 -0.19569
H 0.76445 -2.27675 -0.19995
N -0.44308 1.83758 -0.06405
O -1.04905 -1.54960 -0.07566
O -2.69155 -0.06131 -0.30211
N -0.40936 0.38982 0.22070
C -1.58611 -0.31763 -0.07165

**Net charge**: 0
**HOMO-LUMO gap**: 9.19 eV
**LUMO energy**: -0.007 hartree
**HOMO**: -0.345 Ha

---

Version Q
This record from OMol25 describes C2H4N4O2 in the gas phase. The level of theory is ωB97M-V/def2-TZVPD.

Element x y z (Å)
N 0.07558 0.53495 -0.43448
H 1.61089 1.76904 -0.93180
O -2.81064 -0.91049 0.61846
H -1.82769 1.33830 -0.24297
H 1.64388 1.20230 0.57627
N -1.18406 0.70111 0.22671
H 1.65118 -2.15615 0.00551
N 1.68157 -1.16763 -0.19434
C -1.70335 -0.59575 0.39534
C 0.48238 -0.78659 -0.16623
O -0.64228 -1.52773 0.26521
N 1.02254 1.59864 -0.11768

**Structure (SMILES)**: [H]/N=c1\oc(=O)[nH]n1N
**Net charge**: 0
**HOMO-LUMO gap**: 10.46 eV
**LUMO energy**: 0.027 hartree
**HOMO**: -0.357 Ha

---

The data favor version Q; the next most stable structure lies 0.2372 hartree above it.

---

Version P
This record from OMol25 describes C2H4N4O2 in the gas phase. The level of theory is ωB97M-V/def2-TZVPD.

Element x y z (Å)
C 0.26271 -0.15768 -0.21623
C -1.25201 1.33446 0.06517
N -1.00191 -0.85052 -0.58948
O -1.91066 0.26880 -0.53412
N -0.01657 1.17426 0.24642
H 3.14573 -0.59610 0.42373
O -1.23661 -1.61803 0.52541
N 1.36236 -0.72015 -0.42225
H -2.31137 -2.04525 0.17929
H 2.29545 1.01939 0.16982
N 2.44241 -0.04342 -0.11695
H -1.77953 2.23426 0.26920

**Structure (SMILES)**: N/N=c1\ncon1O
**Net charge**: 0
**HOMO-LUMO gap**: 8.92 eV
**LUMO energy**: 0.016 hartree
**HOMO**: -0.312 Ha

---

Version Q
This record from OMol25 describes C2H4N4O2 in the gas phase. The level of theory is ωB97M-V/def2-TZVPD.

Element x y z (Å)
H 3.18437 0.93806 0.29321
C -0.78824 1.09962 -0.12329
H -0.42342 -1.91448 -0.32026
N 2.01652 -0.72819 -0.12684
O -2.28243 -0.55512 0.69893
H -3.03376 -0.60726 0.20422
N 0.50351 1.13949 -0.10433
N -0.30020 -0.94908 -0.47924
N -1.42079 -0.07406 -0.44161
C 0.82072 -0.18438 -0.12636
O 3.12533 -0.16321 0.36821
H -1.40160 1.99861 0.15736

**Structure (SMILES)**: O/N=c1\ncn(O)[nH]1
**Net charge**: 0
**HOMO-LUMO gap**: 7.86 eV
**LUMO energy**: -0.011 hartree
**HOMO**: -0.299 Ha

---

The data favor version P; the next most stable structure lies 0.0071 hartree above it.

---

Version P
This record from OMol25 describes C5H5N in the gas phase. The level of theory is ωB97M-V/def2-TZVPD.

Element x y z (Å)
H -2.17541 0.59115 -0.09399
C -0.90381 -1.03842 0.03048
C -1.11708 0.34490 0.01438
H 1.60410 2.27066 -0.11390
H -1.70649 -1.75623 -0.07926
C 1.17089 1.26425 0.07217
H -0.71874 2.39894 -0.01216
C -0.22360 1.42348 0.05212
C 1.43288 -1.84053 0.27643
H 2.32608 -2.10242 -0.25965
N 0.31120 -1.55579 0.11339

**Net charge**: 0
**HOMO-LUMO gap**: 6.62 eV
**LUMO energy**: -0.026 hartree
**HOMO**: -0.270 Ha

---

Version Q
This record from OMol25 describes a 2-piece molecular cluster, C5H5N overall. The level of theory is ωB97M-V/def2-TZVPD.

Element x y z (Å)
H 2.56936 -0.38444 0.10755
C -0.54183 -0.39755 1.81736
C -1.48807 0.54473 -0.18393
C -0.72031 0.66741 0.93406
H -2.85860 0.57839 -2.01805
H 1.01973 -1.06671 -0.45159
C 1.63589 -0.16602 -0.41023
N -0.35648 -1.19667 2.64723
C -2.20634 0.58206 -1.17190
H 1.12983 0.63123 0.14788
H 1.81682 0.20758 -1.41835

**Net charge**: 0
**HOMO-LUMO gap (spin up / spin down)**: 6.87 / 6.87 eV
**LUMO energy (spin up / spin down)**: -0.091 / -0.091 hartree
**HOMO (spin up / spin down)**: -0.344 / -0.343 Ha

---

The data favor version Q; the next most stable structure lies 0.0222 hartree above it.

---

Version P
This record from OMol25 describes C5H5N in the gas phase. The level of theory is ωB97M-V/def2-TZVPD.

Element x y z (Å)
C -0.47648 1.75620 0.14485
H 1.57560 -0.68808 1.58764
C 1.00657 -0.05775 -0.05852
N -0.67142 2.85738 0.44794
C -1.34675 -0.52516 -0.62799
H -1.07756 -1.56977 -0.44217
H -2.27315 -0.30053 -0.09261
H -1.51537 -0.39030 -1.69771
H 3.01124 -0.87119 0.33471
C -0.22604 0.38153 -0.18962
C 1.99334 -0.59233 0.59347

**Structure (SMILES)**: C=C=C(C)C#N
**Net charge**: 0
**HOMO-LUMO gap**: 10.22 eV
**LUMO energy**: 0.014 hartree
**HOMO**: -0.361 Ha

---

Version Q
This record from OMol25 describes C5H5N in the gas phase. The level of theory is ωB97M-V/def2-TZVPD.

Element x y z (Å)
H 2.30770 -1.13779 -0.19891
C 1.28970 -0.78252 -0.13021
H -2.32498 0.21545 -0.71759
H 1.76674 1.26079 0.25066
C -0.44061 0.88876 0.17859
C -0.91445 -1.41728 -0.28811
C 0.99189 0.51501 0.07497
N 0.28165 -1.76264 0.02103
H -0.93342 0.36035 1.04568
C -1.32198 -0.08914 -0.47353
H -0.70226 1.94902 0.23742

**Structure (SMILES)**: C1=CCC=CN=1
**Net charge**: 0
**HOMO-LUMO gap (spin up / spin down)**: 7.40 / 7.79 eV
**LUMO energy (spin up / spin down)**: -0.007 / -0.021 hartree
**HOMO (spin up / spin down)**: -0.279 / -0.307 Ha

---

Version R
This record from OMol25 describes C5H5N in the gas phase. The level of theory is ωB97M-V/def2-TZVPD.

Element x y z (Å)
H -1.08774 0.25271 1.32701
C -0.68882 -0.14848 -0.44845
C -0.19728 0.16210 0.71633
C -1.71257 -0.39104 -1.20847
C 1.82770 0.03361 -0.29067
N 1.72493 -0.24750 -1.41023
H -2.10976 -1.39639 -1.23453
C 1.27665 0.32774 1.03744
H 1.54704 1.33519 1.37753
H -2.22594 0.44437 -1.66337
H 1.64579 -0.37231 1.79741

**Structure (SMILES)**: C=C=CCC#N
**Net charge**: 0
**HOMO-LUMO gap**: 10.58 eV
**LUMO energy**: 0.024 hartree
**HOMO**: -0.365 Ha

---

The data favor version P; the next most stable structure lies 0.0269 hartree above it.

---

Version P
This record from OMol25 describes C2H3BrS2 in the gas phase. The level of theory is ωB97M-V/def2-TZVPD.

Element x y z (Å)
H -1.84341 0.41706 1.08584
S 0.29024 -1.86522 -0.52205
C -0.67281 0.49758 0.92297
H 0.00663 0.10703 1.71274
S -0.95335 0.46252 -2.07081
Br -0.14637 2.33789 0.81617
C -0.50090 -0.43574 -0.66099
H -0.60439 -0.43307 -2.84947

**Structure (SMILES)**: S=C(S)CBr
**Net charge**: 0
**HOMO-LUMO gap**: 8.32 eV
**LUMO energy**: -0.019 hartree
**HOMO**: -0.325 Ha

---

Version Q
This record from OMol25 describes a 2-piece molecular cluster, C2H3BrS2 overall. The level of theory is ωB97M-V/def2-TZVPD.

Element x y z (Å)
C -0.30838 -1.65355 -0.31674
S 1.17172 1.87031 -1.59972
H 0.52808 -2.08932 0.30622
H -0.08323 -2.07101 -1.27330
Br -2.05883 -1.37489 0.34540
C 0.19984 1.33988 -0.51292
H -0.77111 2.92536 1.01617
S -0.76003 1.54183 0.87603

**Net charge**: 0
**HOMO-LUMO gap (spin up / spin down)**: 7.39 / 7.98 eV
**LUMO energy (spin up / spin down)**: -0.006 / -0.018 hartree
**HOMO (spin up / spin down)**: -0.278 / -0.312 Ha

---

Version R
This record from OMol25 describes a 2-piece molecular cluster, C2H3BrS2 overall. The level of theory is ωB97M-V/def2-TZVPD.

Element x y z (Å)
C 1.00917 -0.00390 0.29282
C -1.08713 -0.57134 -0.32870
Br -2.23567 -0.01122 1.05232
S 0.88789 1.23694 1.40372
H -1.34347 -0.30713 -1.28657
H -0.99061 -1.66771 -0.26072
H 2.06383 1.22599 1.83799
S 2.23265 -0.77881 -0.38828

**Net charge**: 0
**HOMO-LUMO gap**: 8.05 eV
**LUMO energy**: -0.009 hartree
**HOMO**: -0.305 Ha

---

The data favor version P; the next most stable structure lies 0.0469 hartree above it.